<P>
Density functional theory data (ωB97M-V with the def2-TZVPD basis set) for an isolated molecule of C2H4N2O.

LUMO energy in Ha: 0.024
Structure (SMILES): [H]/N=C/NC=O
Molecular weight in g/mol: 72.1
E_HOMO in eV: -10.115

```
! RIJCOSX wB97M-V def2-TZVPD def2/J DEFGRID3
* xyz 0 1
C 0.5909 0.2656 -0.7924
C -1.0435 -0.3972 0.9972
H 2.0624 1.3256 -0.4411
H 0.9742 -0.0718 -1.7505
H -0.9215 -1.0204 -0.8287
H -0.1688 -0.0312 1.7898
N 1.1235 1.2009 -0.0686
N -0.6138 -0.2703 -0.2482
O -2.0033 -1.0012 1.3425
*
```

<Q>
Density functional theory data (ωB97M-V with the def2-TZVPD basis set) for a cluster of 2 separate species, C2H4N2O in total.

LUMO energy in Ha: 0.016
Molecular weight in g/mol: 72.1
E_HOMO in eV: -9.257

```
! RIJCOSX wB97M-V def2-TZVPD def2/J DEFGRID3
* xyz 0 1
N 0.4728 -1.7790 0.5954
C 0.9187 -1.0175 -0.2257
N 0.3086 0.9021 -0.0253
C -1.0272 1.0799 -0.2456
O -1.7838 1.7562 0.4250
H 0.7357 -2.7608 0.5723
H 1.1395 -0.0454 -0.7965
H 0.6154 1.3248 0.8504
H -1.3797 0.5396 -1.1499
*
```

The structure with the most favorable energy is <P>; the runner-up is 272.6 kJ/mol above it.

<P>
Density functional theory data (ωB97M-V with the def2-TZVPD basis set) for an isolated molecule of C2H4N2O.

LUMO energy in Ha: 0.033
Structure (SMILES): Cn1cno1
Molecular weight in g/mol: 72.1
E_HOMO in eV: -9.934

```
! RIJCOSX wB97M-V def2-TZVPD def2/J DEFGRID3
* xyz 0 1
C 1.0009 -0.9934 -0.2515
C -1.1427 0.4897 0.0696
N 1.9876 -0.4434 0.3657
N 0.2174 0.2611 -0.3733
O 1.2805 0.7652 0.4810
H 0.7905 -1.9780 -0.7609
H -1.1503 1.5279 0.1416
H -1.7305 0.2866 -0.7686
H -1.2533 0.0844 1.0963
*
```

<Q>
Density functional theory data (ωB97M-V with the def2-TZVPD basis set) for an isolated molecule of C2H4N2O.

LUMO energy in Ha: 0.027
Structure (SMILES): Cn1cno1
Molecular weight in g/mol: 72.1
E_HOMO in eV: -9.278

```
! RIJCOSX wB97M-V def2-TZVPD def2/J DEFGRID3
* xyz 0 1
C 1.0637 -0.9308 -0.0215
C -1.1384 0.4611 0.0164
N 2.2178 -0.3387 -0.0423
N 0.2576 0.1367 0.1942
O 1.4474 1.0628 0.1889
H 0.7770 -1.8351 -0.3736
H -1.4526 1.3376 0.5750
H -1.3284 0.4143 -1.0412
H -1.8441 -0.3080 0.5041
*
```

<R>
Density functional theory data (ωB97M-V with the def2-TZVPD basis set) for a cluster of 2 separate species, C2H4N2O in total.

LUMO energy in Ha: 0.031
Molecular weight in g/mol: 72.1
E_HOMO in eV: -9.675

```
! RIJCOSX wB97M-V def2-TZVPD def2/J DEFGRID3
* xyz 0 1
N 0.8658 -2.4977 1.3769
C 1.0254 -1.7418 0.4997
N 0.4526 1.1579 -0.5532
C -0.8932 1.3271 -0.5344
O -1.4663 2.3858 -0.3744
H 0.7215 -3.1393 2.1290
H 0.8439 0.2277 -0.4747
H 1.0239 1.9444 -0.2817
H -1.4364 0.3776 -0.7080
*
```

The structure with the most favorable energy is <R>; the runner-up is 358.8 kJ/mol above it.

<P>
Density functional theory data (ωB97M-V with the def2-TZVPD basis set) for an isolated molecule of C2H4N2O.

LUMO energy in Ha: 0.022
Structure (SMILES): Oc1c[nH][nH]1
Molecular weight in g/mol: 72.1
E_HOMO in eV: -7.329

```
! RIJCOSX wB97M-V def2-TZVPD def2/J DEFGRID3
* xyz 0 1
C 0.2331 -0.5781 1.0482
C 0.0961 -0.4206 -0.7080
N 0.1915 0.8040 0.9922
N 0.0373 0.9688 -0.3881
O -0.5534 -1.1335 -1.6601
H 1.0339 -1.2083 1.4466
H 1.0353 1.4093 1.3884
H -0.7108 1.7381 -0.7052
H -1.3631 -1.5797 -1.4140
*
```

<Q>
Density functional theory data (ωB97M-V with the def2-TZVPD basis set) for an isolated molecule of C2H4N2O.

LUMO energy in Ha: 0.010
Structure (SMILES): [H]/N=C(\N)C=O
Molecular weight in g/mol: 72.1
E_HOMO in eV: -9.537

```
! RIJCOSX wB97M-V def2-TZVPD def2/J DEFGRID3
* xyz 0 1
C 0.3145 -0.1845 0.2945
C -1.1950 -0.8205 0.0728
H 1.2459 1.5452 -0.1009
H -0.5994 1.7306 0.1891
H 2.2635 -0.5750 -0.3411
H -1.5430 -1.9722 -0.0044
N 0.2017 1.1895 -0.0046
N 1.3578 -0.9262 -0.0395
O -2.0459 0.0131 -0.0660
*
```

The structure with the most favorable energy is <Q>; the runner-up is 350.9 kJ/mol above it.